No. 1
126
Properties=species:S:1:pos:R:3 method="wB97M-V/def2-TZVPD" homo_lumo_gap_ev=8.735 relative_energy_ev=0.0000 energy_ev=-82993.0654 smiles="O=[N+]([O-])c1ccccc1.O=[N+]([O-])c1ccccc1.O=[N+]([O-])c1ccccc1.CNC(C)=O.CNC(C)=O.CNC(C)=O.CNC(C)=O.CNC(C)=O.CNC(C)=O.CNC(C)=O"
O -1.80 -3.94 -3.42
N -0.92 -4.76 -3.14
O -0.65 -5.10 -2.01
C -0.12 -5.36 -4.21
C 1.14 -5.90 -3.93
C 1.87 -6.44 -4.98
C 1.41 -6.27 -6.32
C 0.19 -5.75 -6.55
C -0.58 -5.27 -5.51
H 1.52 -5.98 -2.89
H 2.89 -6.78 -4.75
H 2.08 -6.69 -7.08
H -0.10 -5.51 -7.57
H -1.54 -4.78 -5.73
O -2.88 -2.72 -6.61
N -3.26 -2.19 -5.58
O -4.24 -2.52 -4.96
C -2.48 -1.17 -4.93
C -2.54 -1.07 -3.51
C -1.71 -0.12 -2.95
C -0.92 0.75 -3.80
C -0.92 0.60 -5.19
C -1.70 -0.45 -5.71
H -3.14 -1.69 -2.89
H -1.47 0.05 -1.89
H -0.34 1.48 -3.24
H -0.38 1.21 -5.89
H -1.80 -0.53 -6.76
O -1.30 0.17 7.36
N -2.24 -0.51 6.98
O -2.76 -1.37 7.67
C -2.70 -0.32 5.63
C -1.88 0.26 4.66
C -2.47 0.68 3.46
C -3.81 0.27 3.20
C -4.47 -0.42 4.16
C -3.97 -0.82 5.41
H -0.81 0.45 4.98
H -2.01 1.25 2.66
H -4.27 0.61 2.27
H -5.54 -0.74 3.93
H -4.50 -1.30 6.18
C 5.84 2.03 3.07
N 5.26 1.85 1.76
C 5.56 0.84 0.88
C 5.02 1.01 -0.52
O 6.24 -0.14 1.17
H 5.09 2.59 3.61
H 6.79 2.53 2.98
H 6.00 1.06 3.50
H 4.65 2.62 1.43
H 5.66 0.35 -1.12
H 5.04 2.01 -0.92
H 4.04 0.64 -0.65
C 4.49 -2.14 3.40
N 4.86 -2.68 2.16
C 4.02 -2.70 1.07
C 4.68 -3.15 -0.16
O 2.80 -2.51 1.24
H 5.24 -2.41 4.12
H 3.49 -2.55 3.66
H 4.47 -1.05 3.44
H 5.84 -2.72 2.09
H 5.15 -2.28 -0.67
H 3.98 -3.44 -0.85
H 5.49 -3.82 0.04
C 1.53 -1.76 -1.82
N 1.47 -1.95 -3.25
C 2.52 -2.61 -3.88
C 2.42 -2.60 -5.36
O 3.38 -3.25 -3.30
H 2.55 -1.49 -1.46
H 1.30 -2.68 -1.32
H 0.95 -0.92 -1.58
H 0.67 -1.48 -3.69
H 1.50 -3.03 -5.68
H 3.36 -3.07 -5.72
H 2.44 -1.54 -5.67
C -3.51 3.65 5.33
N -3.78 4.26 4.00
C -2.92 4.47 2.99
C -3.48 5.20 1.76
O -1.82 3.94 2.91
H -2.50 3.67 5.65
H -3.85 2.60 5.24
H -4.14 4.08 6.12
H -4.70 4.70 3.93
H -3.09 4.70 0.89
H -3.09 6.19 1.79
H -4.59 5.10 1.71
C 1.14 4.92 1.90
N 1.84 5.66 0.75
C 3.07 5.15 0.32
C 3.70 6.03 -0.80
O 3.56 4.11 0.66
H 1.45 5.48 2.82
H 1.70 4.00 2.05
H 0.12 4.85 1.73
H 1.59 6.65 0.49
H 4.15 6.93 -0.42
H 3.01 6.27 -1.58
H 4.51 5.46 -1.16
C 1.12 0.91 1.76
N 0.68 -0.49 1.46
C -0.48 -0.76 0.87
C -0.70 -2.22 0.61
O -1.33 0.07 0.54
H 2.18 0.90 2.03
H 0.50 1.33 2.56
H 0.99 1.53 0.94
H 1.23 -1.27 1.75
H -1.26 -2.34 -0.34
H -1.38 -2.61 1.39
H 0.23 -2.70 0.56
C -3.99 1.90 -0.18
N -5.36 1.36 0.11
C -6.32 1.93 0.96
C -7.40 1.08 1.56
O -6.31 3.12 1.29
H -3.29 1.08 0.07
H -3.82 2.83 0.33
H -3.85 2.19 -1.28
H -5.42 0.35 0.15
H -7.36 1.37 2.64
H -7.38 -0.02 1.38
H -8.30 1.54 1.19

No. 2
121
Properties=species:S:1:pos:R:3 method="wB97M-V/def2-TZVPD" homo_lumo_gap_ev=8.863 relative_energy_ev=0.4550 energy_ev=-74993.0524 smiles="O=C1c2ccccc2C(=O)c2c(COCOCCO)cc(CCCO)cc21.CNC(C)=O.CNC(C)=O.CNC(C)=O.CNC(C)=O.CNC(C)=O.CNC(C)=O"
O 3.21 -0.82 2.91
C 3.14 -0.68 1.72
C 3.63 -1.72 0.74
C 3.39 -3.08 0.90
C 3.84 -3.99 -0.07
C 4.55 -3.55 -1.19
C 4.79 -2.18 -1.36
C 4.32 -1.29 -0.40
C 4.50 0.20 -0.53
O 5.51 0.73 -0.91
C 3.28 0.99 -0.09
C 2.82 2.10 -0.80
C 3.47 2.62 -2.08
O 3.78 1.56 -2.96
C 2.78 1.43 -3.94
O 1.51 1.22 -3.42
C 1.39 -0.04 -2.76
C 0.19 -0.86 -3.24
O -0.88 -0.06 -3.70
C 1.66 2.73 -0.33
C 0.96 2.30 0.80
C -0.32 3.03 1.18
C -1.32 2.98 -0.02
C -1.33 4.23 -0.89
O -2.63 4.39 -1.49
C 1.43 1.19 1.51
C 2.58 0.56 1.05
H 2.84 -3.46 1.76
H 3.65 -5.05 0.01
H 4.90 -4.26 -1.92
H 5.32 -1.84 -2.24
H 4.36 3.19 -1.80
H 2.72 3.28 -2.53
H 3.07 0.56 -4.55
H 2.80 2.30 -4.62
H 2.33 -0.59 -2.81
H 1.23 0.18 -1.69
H 0.52 -1.60 -3.99
H -0.17 -1.42 -2.38
H -1.66 -0.49 -3.33
H 1.30 3.58 -0.89
H -0.81 2.52 2.00
H -0.08 4.06 1.46
H -1.11 2.11 -0.65
H -2.34 2.84 0.36
H -1.09 5.13 -0.31
H -0.60 4.17 -1.71
H -2.54 5.14 -2.07
H 0.91 0.83 2.39
C -0.86 5.30 6.58
N -1.05 4.45 5.42
C -0.55 3.20 5.20
C 0.31 2.59 6.27
O -0.81 2.61 4.16
H -1.83 5.53 7.02
H -0.39 6.23 6.27
H -0.23 4.82 7.33
H -1.61 4.79 4.66
H 0.63 1.61 5.95
H 1.20 3.21 6.44
H -0.25 2.49 7.20
C -3.79 -4.68 -5.19
N -3.06 -3.62 -4.52
C -2.80 -3.50 -3.20
C -3.31 -4.58 -2.28
O -2.16 -2.54 -2.79
H -3.14 -5.16 -5.93
H -4.65 -4.26 -5.71
H -4.14 -5.43 -4.49
H -2.69 -2.87 -5.08
H -3.02 -4.34 -1.26
H -4.39 -4.64 -2.33
H -2.87 -5.54 -2.55
C 8.40 -5.03 0.85
N 7.01 -5.41 1.00
C 6.43 -6.61 0.71
C 7.31 -7.70 0.16
O 5.23 -6.77 0.90
H 8.80 -4.73 1.82
H 8.46 -4.17 0.18
H 8.99 -5.84 0.45
H 6.36 -4.73 1.37
H 6.71 -8.58 -0.02
H 7.76 -7.38 -0.78
H 8.10 -7.95 0.87
C -0.62 2.95 -4.67
N -1.10 4.29 -4.97
C -2.04 4.67 -5.87
C -2.69 3.59 -6.70
O -2.34 5.85 -6.00
H -0.80 2.72 -3.62
H 0.46 2.91 -4.85
H -1.10 2.20 -5.29
H -0.72 5.06 -4.45
H -3.41 4.04 -7.37
H -1.94 3.06 -7.29
H -3.20 2.87 -6.05
C -4.98 8.53 5.75
N -3.76 8.21 6.47
C -3.57 8.15 7.81
C -4.76 8.46 8.70
O -2.48 7.87 8.27
H -5.26 7.69 5.10
H -4.81 9.41 5.12
H -5.80 8.74 6.42
H -2.93 8.00 5.94
H -4.45 8.37 9.74
H -5.12 9.47 8.52
H -5.57 7.75 8.51
C -3.79 -9.21 0.50
N -4.22 -7.85 0.26
C -5.11 -7.39 -0.66
C -5.76 -8.41 -1.57
O -5.37 -6.20 -0.73
H -4.02 -9.50 1.52
H -2.71 -9.28 0.35
H -4.28 -9.90 -0.18
H -3.83 -7.12 0.84
H -6.44 -7.89 -2.24
H -5.00 -8.92 -2.16
H -6.32 -9.14 -0.98